[1]
{
  "formula": "C16H15MoN3OS3Te",
  "method": "ωB97M-V/def2-TZVPD",
  "species": ["Te", "Mo", "S", "S", "S", "O", "N", "N", "N", "C", "C", "C", "C", "C", "C", "C", "C", "C", "C", "C", "C", "C", "C", "C", "C", "H", "H", "H", "H", "H", "H", "H", "H", "H", "H", "H", "H", "H", "H", "H"],
  "xyz": [[-2.277, -0.650, -1.088], [-0.306, -1.446, 0.438], [-2.741, 2.276, -2.502], [2.233, -1.626, 0.581], [-1.105, -3.660, 0.112], [-0.216, -2.118, 2.386], [1.804, 0.116, -1.405], [-0.416, -3.425, 2.675], [0.749, 0.582, 0.638], [1.536, -0.263, -0.156], [-0.853, -6.020, 3.366], [-2.522, 3.810, -1.778], [2.424, 3.753, -1.837], [1.513, 4.060, -2.841], [0.703, 3.069, -3.381], [-0.366, -5.114, 4.310], [-1.882, 2.329, -0.111], [0.785, 1.765, -2.906], [2.524, 2.451, -1.369], [1.697, 1.468, -1.905], [-0.157, -3.818, 3.941], [-2.190, 1.446, -1.107], [-2.061, 3.695, -0.504], [-0.860, -4.270, 1.718], [-1.098, -5.597, 2.081], [3.070, 4.524, -1.429], [0.203, -3.043, 4.597], [-1.874, 4.545, 0.147], [0.156, 0.978, -3.311], [3.252, 2.186, -0.606], [2.291, -0.569, -1.952], [-1.476, -6.267, 1.319], [1.439, 5.078, -3.211], [-1.575, 2.023, 0.884], [-0.003, 3.309, -4.169], [-1.033, -7.052, 3.644], [-0.155, -5.414, 5.328], [-2.762, 4.715, -2.327], [0.425, 1.425, 0.178], [1.122, 0.751, 1.553]],
  "spin_multiplicity": 4,
  "orbital_gap_ev": [6.80, 6.25],
  "energy_ev": -65001.1039,
  "charge": 1
}

***

[2]
{
  "formula": "C42H66N2O10P",
  "method": "ωB97M-V/def2-TZVPD",
  "species": ["P", "O", "O", "O", "O", "O", "O", "O", "O", "O", "O", "N", "N", "C", "C", "C", "C", "C", "C", "C", "C", "C", "C", "C", "C", "C", "C", "C", "C", "C", "C", "C", "C", "C", "C", "C", "C", "C", "C", "C", "C", "C", "C", "C", "C", "C", "C", "C", "C", "C", "C", "C", "C", "C", "C", "H", "H", "H", "H", "H", "H", "H", "H", "H", "H", "H", "H", "H", "H", "H", "H", "H", "H", "H", "H", "H", "H", "H", "H", "H", "H", "H", "H", "H", "H", "H", "H", "H", "H", "H", "H", "H", "H", "H", "H", "H", "H", "H", "H", "H", "H", "H", "H", "H", "H", "H", "H", "H", "H", "H", "H", "H", "H", "H", "H", "H", "H", "H", "H", "H", "H"],
  "xyz": [[-0.595, -0.529, -2.048], [-5.694, 2.581, 2.511], [2.122, -2.699, -4.204], [-5.495, -2.367, -4.166], [-1.305, -1.835, -1.368], [-6.285, 4.494, 3.513], [-4.665, -3.332, -2.326], [1.822, -0.482, -4.508], [-5.242, -1.557, 1.247], [3.243, 3.979, -0.202], [2.294, 5.921, 0.362], [2.665, -0.592, 0.208], [-0.691, -0.870, -3.666], [7.465, 0.511, -3.121], [4.555, -1.715, -2.721], [0.109, 1.490, 0.601], [1.163, -0.765, -1.511], [-3.707, -2.171, 2.995], [4.881, 0.562, -3.526], [5.611, 1.615, -3.823], [2.998, -0.228, 1.594], [-7.784, 1.504, 2.369], [-8.008, 2.988, 2.672], [-5.315, -1.050, -0.055], [2.127, 7.227, -0.229], [0.642, -2.230, 4.377], [6.934, 1.595, -3.637], [-4.455, -4.677, -1.848], [5.028, -1.155, -0.015], [3.439, -1.298, -1.817], [3.041, 5.136, -0.442], [-0.693, -2.438, 3.705], [5.433, -0.533, -3.038], [6.743, -0.548, -2.818], [-5.292, -3.358, -3.537], [2.192, -1.160, -2.284], [3.292, 7.373, -1.201], [-3.916, -1.933, 1.525], [0.341, -0.043, 0.650], [-5.614, -4.791, -3.918], [3.113, -1.390, 2.582], [0.338, 2.151, 1.934], [3.664, -1.015, -0.554], [7.748, 2.770, -4.008], [-2.840, -1.115, 3.664], [1.774, -3.075, 3.813], [1.999, -1.427, -3.745], [-6.601, 3.477, 2.979], [1.428, -0.485, -0.246], [-6.361, 1.508, 1.823], [-1.754, -1.711, 4.529], [-0.067, 3.594, 1.872], [3.507, 5.926, -1.651], [2.161, -2.570, 2.415], [-5.488, -5.525, -2.581], [-8.384, 3.532, 1.805], [-4.877, -5.132, -4.645], [-0.888, -3.496, 3.754], [1.504, -4.114, 3.720], [-8.508, 1.075, 1.679], [-8.662, 3.144, 3.524], [-6.315, -0.740, -0.284], [0.949, -1.203, 4.260], [-4.652, -2.240, 3.489], [4.108, -1.787, 2.620], [-4.686, -0.173, -0.177], [8.774, 2.519, -4.181], [5.607, -0.313, -0.355], [-1.137, -1.746, -3.888], [-1.066, -0.108, -4.200], [5.126, -2.514, -2.287], [5.141, 2.488, -4.216], [-4.588, -4.697, -0.769], [7.329, 3.248, -4.868], [2.945, -0.958, 3.549], [-5.041, -1.809, -0.776], [-3.193, -3.114, 3.050], [-5.839, 0.577, 2.019], [-2.215, -2.363, 5.253], [4.548, 5.709, -1.873], [0.532, -2.446, 5.424], [-3.270, -1.133, 1.181], [0.093, 4.029, 2.840], [-0.203, 1.645, 2.720], [-1.108, 3.708, 1.635], [1.159, 7.257, -0.732], [-5.198, -6.569, -2.672], [0.787, 1.911, -0.121], [4.157, -2.085, -3.644], [3.925, 0.300, 1.597], [4.176, 7.727, -0.670], [-2.183, -1.528, -1.126], [5.077, -1.222, 1.048], [-6.440, -5.487, -2.052], [3.089, 8.067, -2.013], [-0.703, -2.080, 2.691], [-1.266, -0.916, 5.067], [1.284, -2.325, 1.849], [-7.823, 0.930, 3.295], [-6.329, 1.714, 0.750], [0.554, 4.132, 1.186], [0.598, -0.285, 1.658], [-3.460, -0.502, 4.294], [7.176, -1.431, -2.401], [8.521, 0.501, -2.954], [-0.917, 1.674, 0.349], [3.832, 0.622, -3.693], [2.283, 0.455, 1.978], [2.633, -3.389, 1.904], [-6.612, -4.858, -4.339], [1.487, -3.296, -3.796], [-2.376, -0.443, 2.958], [1.379, 2.120, 2.207], [-3.662, -2.832, 0.976], [2.139, 7.977, 0.556], [2.879, 5.663, -2.503], [2.632, -3.006, 4.455], [-3.429, -4.971, -2.083], [5.471, -2.044, -0.396], [-0.559, -0.583, 0.455], [7.690, 3.485, -3.205]],
  "orbital_gap_ev": 8.08,
  "energy_ev": -77362.9088,
  "charge": 1
}

***

[3]
{
  "formula": "C45H37AuN6OP2",
  "method": "ωB97M-V/def2-TZVPD",
  "species": ["Au", "P", "P", "O", "N", "N", "N", "N", "N", "N", "C", "C", "C", "C", "C", "C", "C", "C", "C", "C", "C", "C", "C", "C", "C", "C", "C", "C", "C", "C", "C", "C", "C", "C", "C", "C", "C", "C", "C", "C", "C", "C", "C", "C", "C", "C", "C", "C", "C", "C", "C", "C", "C", "C", "C", "H", "H", "H", "H", "H", "H", "H", "H", "H", "H", "H", "H", "H", "H", "H", "H", "H", "H", "H", "H", "H", "H", "H", "H", "H", "H", "H", "H", "H", "H", "H", "H", "H", "H", "H", "H", "H"],
  "xyz": [[0.411, -1.264, 0.624], [0.494, -1.138, -1.718], [-0.336, 0.865, 1.501], [-1.676, 0.628, -1.025], [-4.164, -4.153, 1.126], [0.024, -3.289, 0.894], [1.817, -1.532, 2.382], [3.613, -1.821, 4.453], [-1.885, -4.679, 0.254], [4.847, -0.046, 3.667], [-3.184, -1.935, 3.702], [1.209, -5.233, -3.579], [0.897, 1.746, 2.451], [1.984, -0.119, -1.740], [-2.750, -0.349, 1.952], [2.570, -2.628, 4.318], [3.170, -0.604, -1.179], [2.870, -0.729, 2.474], [1.721, 2.751, 4.473], [2.232, -4.294, -3.600], [-1.925, -1.702, 4.244], [-3.487, 3.549, -3.519], [-2.626, 2.810, -1.269], [3.786, -0.871, 3.536], [-1.261, 2.151, 0.658], [-1.875, 1.892, -0.556], [-2.773, 4.059, -0.675], [-2.189, 4.355, 0.553], [3.043, 2.003, -2.152], [-0.201, -3.695, -2.395], [-4.651, 1.726, -2.241], [-1.439, 0.052, -5.062], [-0.706, -0.430, -2.840], [1.922, 1.187, -2.224], [-0.634, -0.683, -4.211], [-3.101, -4.396, 0.743], [-2.387, 1.307, -3.209], [-1.621, 0.505, -2.383], [-3.288, 2.364, -2.573], [-3.599, -1.253, 2.561], [2.885, 3.098, 2.389], [-0.932, -3.934, 0.597], [-1.059, -0.812, 3.631], [2.774, 3.307, 3.761], [1.651, -2.502, 3.291], [1.950, 2.318, 1.732], [-0.011, -4.930, -2.984], [-1.426, 3.417, 1.225], [4.286, 0.213, -1.120], [0.838, -2.763, -2.381], [0.772, 1.974, 3.820], [2.052, -3.055, -3.004], [4.223, 1.517, -1.604], [-1.468, -0.124, 2.482], [-2.283, 1.044, -4.571], [3.506, 3.919, 4.273], [-4.578, -1.447, 2.146], [-1.616, -2.221, 5.142], [5.102, 2.148, -1.571], [5.213, -0.171, -0.713], [0.048, -1.426, -4.605], [-0.074, -0.650, 4.047], [-5.300, 2.455, -1.754], [3.228, -1.622, -0.804], [5.520, -0.242, 4.387], [-1.396, -0.128, -6.129], [3.010, 0.015, 1.704], [-3.966, 3.230, -4.443], [-4.150, 4.290, -3.075], [1.628, 2.930, 5.536], [3.170, -4.524, -4.086], [5.062, 0.648, 2.976], [-0.063, 1.569, 4.376], [-0.817, -5.653, -2.983], [2.452, -3.412, 5.058], [0.806, -3.162, 3.169], [-1.168, -3.451, -1.973], [-3.077, 0.179, 1.066], [-2.864, 1.623, -5.277], [3.001, 3.012, -2.544], [-0.966, 3.669, 2.173], [-3.851, -2.651, 4.165], [2.850, -2.325, -3.042], [2.032, 2.160, 0.659], [1.008, 1.561, -2.673], [-2.540, 4.032, -3.766], [-3.354, 4.826, -1.170], [-5.139, 1.384, -3.155], [-4.539, 0.868, -1.575], [-2.331, 5.337, 0.986], [3.693, 3.557, 1.832], [1.356, -6.201, -4.040]],
  "orbital_gap_ev": 5.80,
  "energy_ev": -80509.6267,
  "charge": 2
}